[1]
Computed, not measured: a cluster of 8 separate species, C4H23NO7 in total at a distorted geometry, with ωB97M-V/def2-TZVPD.

Geometry as XYZ:
```
35
Properties=species:S:1:pos:R:3
C -1.368 1.621 2.209
C -1.094 0.411 1.397
C 0.194 0.010 1.286
N 0.539 -0.983 0.376
C 1.731 -1.730 0.508
H -2.409 1.732 2.436
H -1.002 1.413 3.269
H -0.799 2.470 1.723
H -1.818 -0.290 1.142
H 1.090 0.479 1.811
H -0.066 -0.962 -0.405
H 1.857 -2.436 -0.297
H 2.603 -1.016 0.406
H 1.859 -2.270 1.453
H 3.306 0.361 -0.265
H 4.531 1.057 -0.964
O 4.331 0.519 -0.204
H -1.826 1.158 -0.177
H -2.744 2.115 -1.036
O -2.438 1.188 -0.978
H -0.531 -2.901 3.469
H -0.438 -1.352 3.985
O -0.221 -2.013 3.393
H 3.016 1.806 -3.251
H 2.110 1.549 -2.009
O 2.963 1.843 -2.272
H -1.471 0.012 -2.615
H -1.955 -0.241 -4.029
O -1.247 0.130 -3.500
H -3.329 -1.894 1.593
H -4.563 -0.960 1.327
O -4.065 -1.455 1.994
H 0.319 0.500 -4.023
H 1.690 -0.330 -3.647
O 1.246 0.460 -4.105
```

Output
Molar mass, g/mol: 197.23
Strongest force on any atom, eV/Å: 4.5
Total energy, hartree: -747.534324
Energy above the lowest of the compared OMol25 structures with the same formula, charge and spin, kJ/mol: 317.9
Net charge: 0



[2]
Computed, not measured: an isolated molecule of C3H6ClNOS at a distorted geometry, with ωB97M-V/def2-TZVPD.

Geometry as XYZ:
```
13
Properties=species:S:1:pos:R:3
C 0.303 0.626 2.758
C 0.231 -0.453 -0.148
C -0.566 -0.578 -1.431
H -0.715 1.040 2.891
H 0.249 -0.468 2.764
H 1.042 0.895 3.519
H -0.368 1.568 0.096
H -1.302 -1.369 -1.301
H 0.085 -0.967 -2.222
N 0.090 0.730 0.454
O 0.910 1.075 1.529
S 1.179 -1.708 0.317
Cl -1.505 0.903 -1.958
```

Output
Molar mass, g/mol: 139.61
Strongest force on any atom, eV/Å: 1.2
Total energy, hartree: -1106.211982
Energy above the lowest of the compared OMol25 structures with the same formula, charge and spin, kJ/mol: 183.8
Net charge: 0



[3]
Computed, not measured: a cluster of 7 separate species, C29H55BN2O23P3 in total at a distorted geometry, with ωB97M-V/def2-TZVPD.

Geometry as XYZ:
```
113
Properties=species:S:1:pos:R:3
O 3.756 3.417 0.012
C 2.626 3.132 -0.250
O 1.873 2.244 0.386
B 0.578 2.075 -0.311
O 0.633 3.061 -1.437
C 1.784 3.702 -1.418
O 2.164 4.517 -2.204
O -0.507 2.474 0.602
C -1.418 1.498 0.624
O -2.482 1.548 1.170
C -0.884 0.346 -0.258
O 0.290 0.741 -0.784
O -1.535 -0.602 -0.528
C 4.114 5.455 2.232
C 5.016 5.811 3.311
N 5.700 6.136 4.172
H 3.460 4.611 2.424
H 4.670 5.318 1.310
H 3.430 6.295 2.069
C 4.135 6.820 -1.489
C 3.360 7.650 -0.563
N 2.739 8.283 0.163
H 4.358 5.870 -1.006
H 5.064 7.293 -1.794
H 3.490 6.663 -2.352
C -7.086 -0.833 -1.028
C -6.164 -0.561 0.129
O -4.836 -1.055 -0.098
P -4.361 -2.385 0.604
O -3.032 -2.844 0.273
O -5.533 -3.438 0.309
C -6.016 -4.342 1.297
C -7.445 -3.958 1.679
O -4.577 -2.154 2.179
C -4.292 -0.921 2.810
C -2.846 -0.882 3.272
H -7.143 -1.888 -1.273
H -8.073 -0.436 -0.767
H -6.803 -0.222 -1.888
H -6.063 0.501 0.374
H -6.539 -0.960 1.080
H -6.018 -5.331 0.837
H -5.391 -4.369 2.185
H -7.986 -4.814 2.085
H -7.430 -3.106 2.355
H -7.988 -3.713 0.763
H -4.519 -0.046 2.203
H -4.877 -0.864 3.736
H -2.535 -1.761 3.839
H -2.181 -0.873 2.401
H -2.575 0.013 3.835
C 2.602 -4.637 -5.189
C 2.188 -4.166 -3.815
O 1.514 -2.916 -3.983
P 0.829 -2.223 -2.712
O -0.132 -3.026 -1.997
O 2.101 -1.988 -1.768
C 3.253 -1.235 -2.154
C 3.128 0.268 -1.931
O 0.455 -0.792 -3.256
C 0.132 -0.577 -4.634
C 1.228 0.191 -5.329
H 3.569 -5.130 -5.282
H 1.851 -5.148 -5.792
H 2.745 -3.721 -5.783
H 1.489 -4.854 -3.336
H 3.049 -4.053 -3.153
H 4.072 -1.619 -1.534
H 3.512 -1.552 -3.173
H 4.055 0.745 -2.244
H 2.253 0.588 -2.489
H 2.949 0.415 -0.870
H -0.070 -1.515 -5.155
H -0.821 -0.048 -4.703
H 2.199 -0.281 -5.217
H 0.874 0.317 -6.359
H 1.284 1.222 -4.970
C 2.300 -0.090 3.261
C 1.021 -0.216 2.423
O 0.393 -1.490 2.580
P 0.727 -2.803 1.769
O -0.188 -3.180 0.722
O 2.232 -2.530 1.305
C 3.076 -3.545 0.820
C 4.500 -3.178 1.172
O 0.896 -3.895 2.924
C 1.593 -3.645 4.127
C 1.529 -4.901 4.977
H 3.055 -0.732 2.812
H 2.587 0.961 3.224
H 2.108 -0.390 4.291
H 0.297 0.510 2.793
H 1.291 -0.024 1.385
H 2.814 -4.500 1.289
H 2.986 -3.693 -0.257
H 4.810 -2.244 0.693
H 4.654 -3.017 2.241
H 5.232 -3.926 0.852
H 2.625 -3.347 3.913
H 1.136 -2.832 4.700
H 0.494 -5.237 5.051
H 2.063 -5.718 4.486
H 1.936 -4.732 5.973
C -1.691 5.343 -0.459
C -1.328 6.226 -1.670
O -2.534 6.952 -1.892
C -3.334 6.883 -0.811
O -4.324 7.517 -0.642
O -2.850 5.988 0.080
H -0.879 5.293 0.256
H -2.016 4.372 -0.823
H -1.136 5.547 -2.498
H -0.487 6.896 -1.510
```

Output
Molar mass, g/mol: 903.48
Strongest force on any atom, eV/Å: 1.9
Total energy, hartree: -4027.592545
Net charge: -1



[4]
Computed, not measured: a structure of composition C25H15F12N3O6Pt, with ωB97M-V/def2-TZVPD.

Geometry as XYZ:
```
62
Properties=species:S:1:pos:R:3
Pt 0.015 0.067 -0.292
C 4.480 4.704 2.461
C 3.840 3.548 1.737
C 4.340 3.073 0.530
C 3.707 2.049 -0.136
C 2.550 1.414 0.364
N 1.950 0.440 -0.402
C 2.703 -0.438 -1.160
C 3.918 -0.934 -0.653
C 4.696 -1.832 -1.351
C 4.293 -2.296 -2.598
C 5.108 -3.296 -3.375
C 3.090 -1.819 -3.100
C 2.278 -0.910 -2.424
C 0.984 -0.355 -3.063
O -0.116 -0.257 -2.270
C 0.486 -1.259 -4.237
F 0.415 -2.549 -3.854
F 1.276 -1.226 -5.345
F -0.735 -0.921 -4.651
C 1.332 1.047 -3.678
F 2.494 1.031 -4.383
F 1.468 1.977 -2.736
F 0.386 1.481 -4.532
C 2.037 1.887 1.596
C 2.696 2.943 2.230
C 0.800 1.271 2.292
O 0.185 0.213 1.701
C -0.280 2.384 2.512
F -0.527 3.021 1.370
F -1.432 1.865 2.953
F 0.066 3.336 3.427
C 1.247 0.680 3.665
F 0.231 0.082 4.308
F 2.196 -0.251 3.473
F 1.765 1.567 4.550
H 5.550 4.758 2.248
H 4.358 4.608 3.542
H 4.039 5.661 2.167
H 5.224 3.526 0.090
H 4.085 1.722 -1.096
H 4.230 -0.597 0.327
H 5.623 -2.190 -0.913
H 6.110 -3.394 -2.954
H 5.213 -2.998 -4.421
H 4.648 -4.288 -3.366
H 2.796 -2.171 -4.078
H 2.304 3.311 3.167
O -6.252 0.014 -0.398
C -5.642 -1.061 -0.011
O -6.215 -2.088 0.331
C -4.146 -1.025 0.015
C -3.403 -2.101 0.439
N -2.117 -1.746 0.351
N -1.970 -0.497 -0.114
C -3.193 -0.023 -0.324
C -3.414 1.388 -0.861
O -4.649 1.720 -0.964
O -2.443 2.094 -1.057
H -5.517 0.820 -0.650
H -3.721 -3.066 0.791
H -1.281 -2.256 0.582
```

Output
Molar mass, g/mol: 876.46
Strongest force on any atom, eV/Å: 0.7
Total energy, hartree: -2895.355230
Energy above the lowest of the compared OMol25 structures with the same formula, charge and spin, kJ/mol: 19.8
Net charge: -2



[5]
Computed, not measured: a structure of composition C21H31F5P2PbS at a distorted geometry, with ωB97M-V/def2-TZVPD.

Geometry as XYZ:
```
61
Properties=species:S:1:pos:R:3
P 0.389 -1.703 0.801
P 0.101 1.379 0.902
C 0.020 -0.824 -0.799
C 0.558 0.615 -0.733
H -1.071 -0.813 -0.903
H 0.428 -1.368 -1.658
H 1.654 0.609 -0.778
H 0.197 1.220 -1.573
C -1.546 2.128 0.569
H -1.817 2.766 1.415
H -2.294 1.334 0.494
H -1.547 2.723 -0.351
C 1.182 2.860 0.989
H 1.140 3.455 0.070
H 2.211 2.541 1.173
H 0.861 3.477 1.834
C -0.686 -3.188 0.718
H -0.454 -3.909 1.509
H -0.564 -3.664 -0.259
H -1.728 -2.870 0.813
C 2.056 -2.423 0.509
H 2.805 -1.626 0.545
H 2.117 -2.940 -0.455
H 2.278 -3.128 1.316
Pb 0.194 -0.221 2.507
C 0.770 1.543 -4.772
C -0.545 1.585 -4.525
C -1.669 0.764 -5.102
C -1.292 -0.557 -5.808
C -0.570 -1.527 -4.904
C 0.734 -1.587 -4.609
C 1.879 -0.730 -5.083
C 1.528 0.637 -5.711
C 0.233 -1.711 4.011
H 1.391 2.234 -4.201
H -0.877 2.323 -3.793
H -2.246 1.388 -5.802
H -2.363 0.532 -4.282
H -2.223 -1.026 -6.147
H -0.715 -0.347 -6.711
H -1.213 -2.254 -4.407
H 1.038 -2.373 -3.917
H 2.483 -1.305 -5.802
H 2.540 -0.556 -4.223
H 2.472 1.127 -5.979
H 0.988 0.491 -6.649
H 0.897 -1.406 4.828
H 0.551 -2.704 3.665
H -0.781 -1.808 4.422
F 0.264 1.146 8.977
C -0.252 1.033 7.727
C 0.233 1.841 6.694
F 1.220 2.737 6.944
C -0.293 1.721 5.402
F 0.192 2.508 4.409
C -1.307 0.784 5.138
S -1.967 0.573 3.472
C -1.798 -0.017 6.184
F -2.777 -0.925 5.948
C -1.269 0.108 7.473
F -1.738 -0.674 8.476
```

Output
Molar mass, g/mol: 679.68
Strongest force on any atom, eV/Å: 8.5
Total energy, hartree: -2591.090614
Energy above the lowest of the compared OMol25 structures with the same formula, charge and spin, kJ/mol: 0.0
Net charge: +2



[6]
Computed, not measured: a cluster of 2 separate species, C3H8N2O2 in total, with ωB97M-V/def2-TZVPD.

Geometry as XYZ:
```
15
Properties=species:S:1:pos:R:3
N 0.351 -2.555 0.670
C 0.297 -0.302 -0.834
O 0.591 -0.990 -1.762
N -0.992 0.233 -0.517
C -0.606 1.572 -0.075
C 0.650 1.316 0.753
O 1.231 0.207 0.052
H 0.792 -2.712 -0.230
H -0.647 -2.491 0.503
H -1.385 -0.295 0.266
H -1.415 2.092 0.433
H -0.333 2.119 -0.983
H 0.418 1.051 1.793
H 1.372 2.135 0.743
H 0.700 -1.661 1.001
```

Output
Molar mass, g/mol: 104.11
Strongest force on any atom, eV/Å: 0.6
Total energy, hartree: -379.090157
Energy above the lowest of the compared OMol25 structures with the same formula, charge and spin, kJ/mol: 133.5
Net charge: 0



[7]
Computed, not measured: an isolated molecule of C3H8N2O at a distorted geometry, with ωB97M-V/def2-TZVPD.

Geometry as XYZ:
```
14
Properties=species:S:1:pos:R:3
C -0.869 -0.306 1.372
C -0.213 1.504 -0.816
N 0.528 -0.056 1.007
C 0.345 0.186 -0.347
O 1.390 -1.762 -0.754
N 0.576 -0.727 -1.295
H 1.726 -2.194 -1.556
H 1.094 -0.894 1.122
H -1.388 0.613 1.641
H -0.919 -1.059 2.159
H -1.210 -0.794 0.285
H 0.443 1.908 -1.591
H -1.212 1.361 -1.234
H -0.290 2.218 0.006
```

Output
Molar mass, g/mol: 88.11
Strongest force on any atom, eV/Å: 4.1
Total energy, hartree: -303.754165
Energy above the lowest of the compared OMol25 structures with the same formula, charge and spin, kJ/mol: 362.2
Net charge: 0



[8]
Computed, not measured: a structure of composition C20H18AuI2NOP, with ωB97M-V/def2-TZVPD.

Geometry as XYZ:
```
44
Properties=species:S:1:pos:R:3
Au 0.889 2.003 0.419
O 0.933 3.844 -1.598
N 0.451 2.544 -1.513
C 0.004 1.988 -2.573
C -0.563 0.660 -2.706
C -1.095 0.358 -3.957
C -1.691 -0.874 -4.193
C -1.738 -1.821 -3.186
C -1.219 -1.530 -1.923
C -0.622 -0.300 -1.684
P 0.001 -0.131 -0.020
C -1.357 -0.208 1.090
C -2.407 0.705 0.857
C -3.466 0.771 1.738
C -3.502 -0.084 2.838
C -2.471 -0.991 3.072
C -1.397 -1.065 2.205
C 1.290 -1.277 0.275
C 1.837 -1.431 1.568
C 2.909 -2.272 1.767
C 3.462 -2.956 0.684
C 2.966 -2.774 -0.603
C 1.891 -1.934 -0.818
H 0.835 4.169 -2.512
H 0.023 2.586 -3.483
H -1.050 1.091 -4.754
H -2.126 -1.085 -5.161
H -2.181 -2.791 -3.368
H -1.288 -2.272 -1.135
H -2.389 1.355 -0.012
H -4.268 1.478 1.574
H -4.355 -0.064 3.503
H -2.522 -1.658 3.923
H -0.626 -1.806 2.366
H 1.424 -0.889 2.405
H 3.329 -2.396 2.756
H 4.280 -3.644 0.850
H 3.419 -3.294 -1.436
H 1.502 -1.809 -1.820
I 1.271 1.835 3.175
C 2.303 3.686 3.110
I 2.164 4.374 1.129
H 3.342 3.520 3.373
H 1.810 4.387 3.776
```

Output
Molar mass, g/mol: 770.12
Strongest force on any atom, eV/Å: 1.0
Total energy, hartree: -1974.247622
Net charge: +3